(1)
{
  "formula": "C5H7NO2",
  "method": "the ωB97M-V functional and the def2-TZVPD basis",
  "elements": ["C", "C", "N", "C", "C", "C", "O", "O", "H", "H", "H", "H", "H", "H", "H"],
  "coordinates": [[0.59703, -0.75471, 0.21379], [-0.26569, -0.65620, -0.94282], [-2.05939, 0.11746, 0.66987], [0.86052, 0.84462, -0.23785], [0.68598, -1.25263, 1.42120], [1.52950, 1.32560, -1.28000], [-1.74527, -0.59916, -0.49432], [-0.08430, -1.17227, -2.02062], [-2.70564, -0.46004, 1.20359], [-2.55393, 0.95975, 0.38070], [0.80280, 1.41594, 0.68295], [1.33345, -0.80431, 2.16114], [0.05714, -2.08140, 1.71575], [1.48795, 0.85288, -2.24976], [2.05984, 2.26446, -1.22364]],
  "orbital_gap_ha": 0.3262,
  "e_above_lowest_kcal_mol": 138.32,
  "e_tot_ev": -10877.619,
  "lumo_energy_ev": -0.2,
  "multiplicity": 1
}


(2)
{
  "formula": "C5H7NO2",
  "method": "the ωB97M-V functional and the def2-TZVPD basis",
  "elements": ["C", "C", "C", "N", "C", "C", "O", "O", "H", "H", "H", "H", "H", "H", "H"],
  "coordinates": [[-1.31371, 0.34937, 0.59933], [0.52853, -0.30143, 0.61362], [0.36560, -0.37771, -0.75155], [1.22477, -0.76373, -1.71409], [1.44075, -0.14346, 1.55413], [-1.04038, 0.03796, -0.98094], [-1.17270, 1.73048, 0.78901], [-2.16377, -0.25958, 1.24144], [-1.66250, 1.93824, 1.59772], [2.14843, -1.06514, -1.44055], [0.85590, -1.09065, -2.59423], [2.40232, 0.32995, 1.37778], [1.23201, -0.40209, 2.58477], [-1.68462, -0.82271, -1.16446], [-1.16065, 0.84050, -1.71199]],
  "orbital_gap_ha": [0.2811, 0.2811],
  "e_above_lowest_kcal_mol": 77.49,
  "e_tot_ev": -10880.257,
  "lumo_energy_ev": [-0.4, -0.4],
  "multiplicity": 1
}


(3)
{
  "formula": "C5H7NO2",
  "method": "the ωB97M-V functional and the def2-TZVPD basis",
  "elements": ["C", "C", "C", "C", "C", "H", "H", "H", "H", "H", "H", "H", "N", "O", "O"],
  "coordinates": [[0.13742, 0.55991, 1.58642], [1.01358, -0.53052, 0.98685], [0.88944, 0.21903, -0.24621], [-0.01663, -0.36235, -1.30651], [-1.33026, 0.03752, -0.55322], [0.19840, -1.47010, 1.05798], [1.98284, -0.96524, 1.47079], [1.84366, 0.53904, -0.76681], [0.32320, -1.44154, -1.61875], [0.22634, 0.36921, -2.18177], [-1.70568, -0.61433, 0.33868], [-2.17971, 0.03660, -1.23306], [0.15970, 1.37696, 0.29431], [-0.43906, 0.81456, 2.60651], [-1.10324, 1.43126, -0.43519]],
  "orbital_gap_ha": 0.3770,
  "e_above_lowest_kcal_mol": 100.41,
  "e_tot_ev": -10879.263,
  "lumo_energy_ev": 0.5,
  "multiplicity": 1
}


(4)
{
  "formula": "C5H7NO2",
  "method": "the ωB97M-V functional and the def2-TZVPD basis",
  "elements": ["C", "C", "C", "C", "C", "H", "H", "H", "H", "H", "H", "H", "N", "O", "O"],
  "coordinates": [[-0.91675, 1.34022, 0.13416], [0.49677, 1.51704, -0.12062], [1.06039, 0.36359, 0.42290], [0.75130, -0.69756, -0.40947], [-0.23292, -1.50910, 0.02567], [-0.92305, 1.27270, 1.16930], [-1.84207, 1.85628, -0.01349], [0.80981, 2.35921, 0.43918], [0.97636, 1.79132, -1.03878], [0.88828, 0.27366, 1.41000], [0.33935, -0.29010, -1.47466], [-0.00459, -2.61604, 0.34296], [-1.50455, -1.17027, 0.31712], [2.09604, -0.47151, -0.03537], [-1.67916, 0.15397, -0.38591]],
  "orbital_gap_ha": 0.3969,
  "smiles": "C1=NOCC[C@@H]2O[C@@H]12",
  "e_above_lowest_kcal_mol": 174.29,
  "e_tot_ev": -10876.059,
  "lumo_energy_ev": 0.8,
  "multiplicity": 1
}


(5)
{
  "formula": "C5H7NO2",
  "method": "the ωB97M-V functional and the def2-TZVPD basis",
  "elements": ["C", "C", "C", "C", "C", "H", "H", "H", "H", "H", "H", "H", "N", "O", "O"],
  "coordinates": [[-2.03572, -0.49591, -0.08560], [-0.25905, 0.52678, -0.39722], [1.00991, 0.85965, 0.14420], [1.65907, -0.66607, -0.03740], [-0.49929, -0.79962, 0.21355], [-2.31040, 1.51115, -0.53315], [-0.02474, 0.13718, -1.36749], [0.86676, 1.34805, 1.29343], [1.67516, 1.68651, -0.19725], [2.25745, -0.83602, 0.98004], [2.08123, -0.76873, -1.13691], [-0.42011, -0.90395, 1.39414], [-1.54339, 0.91088, -0.06141], [-3.13688, -0.87285, 0.03849], [0.67999, -1.63706, -0.24742]],
  "orbital_gap_ha": 0.3861,
  "smiles": "O=C1N[C@H]2CCO[C@H]12",
  "e_above_lowest_kcal_mol": 118.39,
  "e_tot_ev": -10878.483,
  "lumo_energy_ev": 0.8,
  "multiplicity": 1
}


(6)
{
  "formula": "C5H7NO2",
  "method": "the ωB97M-V functional and the def2-TZVPD basis",
  "elements": ["C", "C", "C", "C", "C", "H", "H", "H", "H", "H", "H", "H", "N", "O", "O"],
  "coordinates": [[1.19207, -0.39849, -0.31710], [0.28033, 0.54629, -0.85980], [0.14462, 1.32752, 0.38871], [0.34178, -0.88208, 0.84195], [-0.99860, -1.11333, 0.10947], [0.65838, 1.09323, -1.77328], [-0.76064, 1.98667, 0.32543], [1.14625, 1.93293, 0.38323], [0.79585, -1.56289, 1.50518], [-1.89317, -0.96349, 0.65420], [-0.77696, -2.22793, -0.25003], [-1.78160, 0.53116, -1.00639], [-1.06059, -0.13722, -1.02162], [2.42482, -0.51752, -0.47164], [0.28746, 0.38515, 1.49169]],
  "orbital_gap_ha": 0.3666,
  "smiles": "O=C1[C@@H]2CO[C@H]1CN2",
  "e_above_lowest_kcal_mol": 65.62,
  "e_tot_ev": -10880.772,
  "lumo_energy_ev": 0.8,
  "multiplicity": 1
}


What is the multiplicity in the sixth record?
1